Entry 1:
Computed, not measured: a structure of composition C3H9Cl3OSi2 at a distorted geometry, with ωB97M-V/def2-TZVPD.

Frontier orbital gap (alpha / beta): 7.8 / 8.0 eV
Total energy: -2154.5300 Ha
ΔE to the lowest compared entry with this formula, charge and spin: 664.9 kJ/mol
E_HOMO (alpha / beta): -8.75 / -9.06 eV

Atoms and positions in Å:
C (1.160, -1.300, -0.746)
C (0.263, 1.640, -0.444)
C (-0.962, 0.728, -2.408)
O (0.370, -0.174, 1.854)
Si (1.101, 0.150, 0.439)
Si (-1.132, -0.572, 2.491)
Cl (-1.660, -2.236, 1.619)
Cl (-2.007, -0.362, -1.505)
Cl (-2.368, 0.930, 2.028)
H (1.115, -2.337, -0.466)
H (0.420, -1.239, -1.553)
H (2.102, -1.228, -1.133)
H (1.109, 2.046, -1.028)
H (-0.592, 1.475, -1.569)
H (-0.118, 2.410, 0.238)
H (-0.155, 0.043, -2.697)
H (2.439, 0.446, 0.936)
H (-1.085, -0.421, 3.944)

***

Entry 2:
Computed, not measured: the molecule C3H9Cl3OSi2 at a distorted geometry, with ωB97M-V/def2-TZVPD.

Frontier orbital gap: 10.6 eV
Total energy: -2154.7761 Ha
SMILES: C[Si](C)(Cl)O[Si](C)(Cl)Cl
ΔE to the lowest compared entry with this formula, charge and spin: 18.9 kJ/mol
E_HOMO: -10.13 eV

Atoms and positions in Å:
C (-0.711, 1.829, -1.309)
C (0.794, 1.465, 1.468)
C (1.280, -2.140, -0.722)
O (-0.874, -0.456, 0.278)
Si (-0.854, 1.187, 0.421)
Si (-0.416, -2.050, 0.179)
Cl (-2.611, 1.864, 0.988)
Cl (-1.933, -2.873, -0.781)
Cl (-0.481, -2.385, 2.134)
H (0.108, 1.369, -1.857)
H (-1.657, 1.734, -1.874)
H (-0.587, 2.972, -1.253)
H (1.468, 0.684, 1.017)
H (1.116, 2.462, 1.446)
H (0.583, 1.117, 2.525)
H (1.959, -1.305, -0.831)
H (1.783, -2.916, -0.170)
H (1.033, -2.557, -1.659)